Entry 1:
Entry from the OMol25 dataset: an isolated molecule of C4H10N2O2 (ωB97M-V/def2-TZVPD).

Calculated values
HOMO energy   -9.20 eV
SMILES   C[C@H](N)C(=O)NCO
E_tot   -11383.8697 eV
Energy above the lowest of the compared OMol25 structures with the same formula, charge and spin   69.95 kcal per mole
Multiplicity   1
Gap between HOMO and LUMO   9.98 eV

The geometry in XYZ format:
```
18
Properties=species:S:1:pos:R:3:forces:R:3:mulliken_charge:R:1
O 1.949088 0.806009 0.355494 -1.358 -0.593 -0.112 -0.6278
C 0.848976 0.265711 0.478170 1.951 -0.757 1.669 0.3367
N 0.294464 0.118275 1.763336 1.499 1.185 0.171 -0.2191
C -1.159335 0.231855 1.932318 0.997 -1.935 1.500 -0.2444
O -1.594050 1.377805 1.398792 -1.822 3.178 -0.618 -0.5162
C 0.150742 -0.350159 -0.704701 -1.772 -1.315 -0.580 0.5618
C 0.944532 -1.343350 -1.552579 0.101 -2.241 1.878 -1.5556
N -0.092397 0.760386 -1.581463 2.881 -1.622 0.251 -0.4951
H 0.889774 0.757746 2.409714 -1.613 -1.498 -1.293 0.3107
H -1.723538 -0.643555 1.440948 1.064 0.793 1.251 0.2633
H -1.280014 0.334752 3.093903 -0.329 -0.629 -2.257 0.2549
H -1.448886 1.541554 0.454746 0.253 -0.569 0.433 0.3151
H -0.875640 -0.856112 -0.464982 1.817 0.971 -0.016 0.1597
H 1.754723 -0.817488 -1.988909 0.960 0.151 -0.527 0.4012
H 1.282428 -2.312533 -1.081581 0.323 1.417 0.468 0.3351
H 0.333716 -1.848430 -2.268741 -0.831 0.687 -1.043 0.3795
H -0.987915 1.047411 -1.500467 -2.697 1.921 -1.216 0.1667
H 0.713334 0.930117 -2.183996 -1.423 0.858 0.042 0.1733
```
Positions in Å, forces in eV/Å.

=====

Entry 2:
Entry from the OMol25 dataset: an isolated molecule of C5H14N2 (ωB97M-V/def2-TZVPD).

Calculated values
HOMO energy   -8.22 eV
SMILES   CCNCCNC
E_tot   -8390.5223 eV
Energy above the lowest of the compared OMol25 structures with the same formula, charge and spin   48.35 kcal per mole
Multiplicity   1
Gap between HOMO and LUMO   9.30 eV

The geometry in XYZ format:
```
21
Properties=species:S:1:pos:R:3:forces:R:3:mulliken_charge:R:1
C 1.968573 1.052126 2.417316 -0.946 0.998 0.756 -1.1049
C 1.354539 -0.099880 1.578307 2.530 0.750 0.034 -0.4856
N 0.023023 0.087928 1.128347 0.913 -0.848 -1.182 -0.1489
C -0.184434 0.640926 -0.189233 -0.304 2.785 0.389 -0.9514
C -0.134076 -0.120874 -1.513931 -1.622 -2.576 1.926 -0.4447
N -1.148632 -1.288811 -1.295022 2.502 1.713 -1.201 -0.3990
C -2.173660 -1.226902 -2.311017 -0.131 0.203 0.629 -0.7947
H 2.167940 1.957010 1.820799 -0.130 -0.375 -0.074 0.2653
H 2.883686 0.876241 3.000238 -0.174 -0.569 -0.441 0.3671
H 1.220460 1.366215 3.150714 0.017 0.074 0.178 0.2896
H 1.453395 -1.027414 2.135869 0.186 -0.239 -0.104 0.4181
H 2.095199 -0.048871 0.737896 -1.079 -1.078 0.106 0.1678
H -0.693761 0.037722 1.825346 -0.261 0.288 -0.273 0.2229
H 0.458026 1.522933 -0.362328 0.281 -0.088 0.419 0.3599
H -1.154031 1.137715 -0.044990 -0.224 -0.240 -0.848 0.4594
H -0.378587 0.568077 -2.323823 -0.331 -0.129 0.052 0.3541
H 0.807282 -0.596629 -1.732484 0.625 0.138 0.029 0.2715
H -1.327282 -1.161287 -0.312864 -1.232 -0.420 -0.025 0.2821
H -2.618552 -0.202731 -2.398211 0.066 -0.655 -0.219 0.2766
H -1.669710 -1.521351 -3.245970 -0.539 0.219 0.118 0.2590
H -2.949398 -1.952144 -2.064959 -0.147 0.050 -0.267 0.3356
```
Positions in Å, forces in eV/Å.

=====

Which value of HOMO energy does entry 1 give?
-9.20 eV